# 1
C2H4INOS | ωB97M-V/def2-TZVPD

Positions of all 10 atoms, in Å:
C 1.03813 -0.30144 0.99806
C -1.06181 0.17937 -0.49062
N -0.09608 -0.73306 -0.71278
O 0.81125 0.99504 0.97535
S -0.75861 1.43935 0.87605
I 0.99957 -0.30611 -2.40316
H 0.58748 -0.90387 1.76680
H 1.84290 -0.75128 0.42642
H -1.36315 0.74673 -1.36681
H -1.99969 -0.36471 -0.06932

Computed properties:
total charge: 0
relative energy (zero: lowest compared OMol25 entry of this formula, charge and spin): 87.7 kcal per mole
highest occupied orbital energy: -8.4 eV
Kohn-Sham gap: 0.3050 hartree

Löwdin atomic charge list, values in e, 2 entries: atom 1 (C): -0.125, atom 2 (C): -0.735

---

# 2
C2H4INS | ωB97M-V/def2-TZVPD

Positions of all 9 atoms, in Å:
C -0.75545 -0.75318 0.13979
C -0.69549 0.49596 0.60135
S 0.37704 1.77448 0.24135
N 1.80181 0.87854 -0.95460
I 3.21466 -0.10182 0.12158
H -1.42364 -1.33894 0.59710
H -0.12442 -1.22143 -0.77235
H -1.24097 0.91677 1.45545
H 2.06835 1.84125 -1.08532

Computed properties:
total charge: 0
relative energy (zero: lowest compared OMol25 entry of this formula, charge and spin): 62.4 kcal per mole
highest occupied orbital energy: -8.7 eV
Kohn-Sham gap: 0.2929 hartree
SMILES: C=CSNI

Löwdin atomic charge list, values in e, 2 entries: atom 1 (C): -0.074, atom 2 (C): -0.640

---

# 3
C2H4LiMgO2 | ωB97M-V/def2-TZVPD

Positions of all 10 atoms, in Å:
O 1.89531 0.09164 1.15213
H 2.63322 -0.51644 1.18215
C 0.38414 -0.31648 -1.08584
C -0.71266 0.41525 -0.68417
O -1.29246 0.20347 0.51386
H 0.57463 -1.26652 -0.56729
H 0.82850 -0.09681 -2.05926
H -1.42593 0.70891 -1.47241
Mg -3.06344 0.62826 1.31533
Li 0.17869 0.14871 1.70550

Computed properties:
total charge: -1
relative energy (zero: lowest compared OMol25 entry of this formula, charge and spin): 28.0 kcal per mole
highest occupied orbital energy: -2.3 eV
Kohn-Sham gap: 0.1924 hartree

Löwdin atomic charge list, values in e, 2 entries: atom 1 (O): -0.586, atom 2 (H): -0.141

---

# 4
C2H4LiNaO2 | ωB97M-V/def2-TZVPD

Positions of all 10 atoms, in Å:
O -0.47384 0.52618 -2.65568
C 0.97538 -0.25653 0.34685
C -0.10946 -0.13925 1.32330
O -0.43143 0.12452 -0.04304
Na -1.74071 -1.04903 -1.70443
Li -0.69486 1.68151 -1.21704
H 1.77806 0.46798 0.50732
H 1.48921 -1.09155 -0.13100
H -0.18294 0.78304 1.90462
H -0.60941 -1.04688 1.66910

Computed properties:
multiplicity: 2
total charge: +1
relative energy (zero: lowest compared OMol25 entry of this formula, charge and spin): 18.6 kcal per mole
highest occupied orbital energy (alpha / beta): -13.8 / -13.0 eV
Kohn-Sham gap (alpha / beta): 0.3560 / 0.3260 hartree

Löwdin atomic charge list, values in e, 2 entries: atom 1 (O): -0.577, atom 2 (C): -0.041

---

# 5
C2H4LiNiO | ωB97M-V/def2-TZVPD

Positions of all 9 atoms, in Å:
C -0.10788 -0.20304 0.27117
H -0.73759 -0.42715 1.14411
C 0.52705 -1.22100 -0.39342
H 0.37330 -2.25227 -0.07530
H 0.94972 -1.05866 -1.39504
O 0.26178 1.08346 0.14077
Li -1.06593 2.41663 0.02414
Ni 2.12506 0.56599 0.17548
H -2.32551 1.09602 0.10809

Computed properties:
multiplicity: 3
total charge: +1
highest occupied orbital energy (alpha / beta): -12.7 / -12.7 eV
Kohn-Sham gap (alpha / beta): 0.3038 / 0.2422 hartree

Löwdin atomic charge list, values in e, 2 entries: atom 1 (C): -0.408, atom 2 (H): 0.109

---

# 6
C2H4LiOPm | ωB97M-V/def2-TZVPD

Positions of all 9 atoms, in Å:
O 0.22434 -0.89401 -0.76445
Pm -0.20408 -1.38622 -3.01038
C 0.50936 0.33105 -0.14208
C -0.40248 0.67288 0.97219
H 1.58632 0.46619 0.03145
H -1.42431 0.28018 1.02943
H -0.04052 1.35766 1.74204
Li -0.03651 -2.08012 0.73988
H -0.21212 1.25239 -0.59809

Computed properties:
multiplicity: 6
total charge: +3
relative energy (zero: lowest compared OMol25 entry of this formula, charge and spin): 6.5 kcal per mole
highest occupied orbital energy (alpha / beta): -20.5 / -24.5 eV
Kohn-Sham gap (alpha / beta): 0.2210 / 0.3677 hartree

Löwdin atomic charge list, values in e, 2 entries: atom 1 (O): -0.571, atom 2 (Pm): 1.887

---

# 7
C2H4LuO4S | ωB97M-V/def2-TZVPD

Positions of all 12 atoms, in Å:
S -0.71118 0.07846 2.81249
O -1.11200 1.48063 2.43682
O -1.89993 -0.87735 2.35752
O 0.34678 -0.39743 1.67617
C 0.94640 0.65622 -0.96179
C 0.31316 -0.38471 -1.81079
O -0.48376 -1.23539 -1.35589
Lu -0.97324 -1.80616 0.70755
H 1.32620 1.46742 -1.60357
H 0.13273 1.18437 -0.43858
H 1.90342 -0.03646 -0.93998
H 0.21144 -0.12960 -2.87996

Computed properties:
total charge: +1
relative energy (zero: lowest compared OMol25 entry of this formula, charge and spin): 0.0 kcal per mole
highest occupied orbital energy: -12.8 eV
Kohn-Sham gap: 0.2446 hartree

Löwdin atomic charge list, values in e, 2 entries: atom 1 (S): 0.719, atom 2 (O): -0.449

---

# 8
C2H4N | ωB97M-V/def2-TZVPD

Positions of all 7 atoms, in Å:
C -2.30294 0.11444 -0.19652
C 1.08368 -0.01920 -0.08501
N -1.31703 -0.19440 0.29939
H -3.19311 0.36980 -0.60217
H 0.89730 0.78559 -0.89193
H 1.42599 0.56332 0.89586
H 0.93146 -1.13921 -0.24000

Computed properties:
total charge: +1
relative energy (zero: lowest compared OMol25 entry of this formula, charge and spin): 53.5 kcal per mole
highest occupied orbital energy: -18.3 eV
Kohn-Sham gap: 0.3774 hartree

Löwdin atomic charge list, values in e, 2 entries: atom 1 (C): 0.094, atom 2 (C): 0.403

---

# 9
C2H4N2O | ωB97M-V/def2-TZVPD

Positions of all 9 atoms, in Å:
H 2.32340 -1.25626 -0.02705
N 1.31299 -1.17059 -0.04866
C 0.99525 0.06351 -0.02841
N -0.30802 0.63080 -0.20324
C -1.50180 -0.08087 -0.02342
O -1.73800 -1.23973 -0.08305
H 1.68019 0.90289 0.03266
H -0.42321 1.53697 0.13016
H -2.34080 0.61329 0.25099

Computed properties:
total charge: 0
relative energy (zero: lowest compared OMol25 entry of this formula, charge and spin): 13.4 kcal per mole
highest occupied orbital energy: -9.8 eV
Kohn-Sham gap: 0.3842 hartree
SMILES: [H]/N=C/NC=O

Löwdin atomic charge list, values in e, 2 entries: atom 1 (H): 0.045, atom 2 (N): 0.110

---

# 10
C2H4N2O | ωB97M-V/def2-TZVPD

Positions of all 9 atoms, in Å:
C -0.90463 -0.49402 -0.66664
O -0.51264 0.76171 -0.15252
C 0.57174 0.64794 0.69705
N 1.72826 -0.31450 0.40390
N 1.94511 0.86401 0.14925
H -0.25361 -1.10787 -1.25423
H -1.86090 -0.31846 -1.20020
H -1.26102 -1.07729 0.28148
H 0.54769 1.03849 1.74192

Computed properties:
total charge: 0
relative energy (zero: lowest compared OMol25 entry of this formula, charge and spin): 74.0 kcal per mole
highest occupied orbital energy: -9.7 eV
Kohn-Sham gap: 0.3801 hartree
SMILES: COC1N=N1

Löwdin atomic charge list, values in e, 2 entries: atom 1 (C): -0.119, atom 2 (O): -0.137

---

# 11
C2H4N2O2 | ωB97M-V/def2-TZVPD

Positions of all 10 atoms, in Å:
N -1.26994 -0.97186 -0.16625
C -0.98266 0.32456 -0.23708
N 0.17718 0.85678 -0.05192
C 1.31696 0.07203 0.24849
O 1.37255 -1.12400 0.41604
O 2.26996 0.97761 0.38362
H -0.50254 -1.60170 0.05782
H -2.19514 -1.32844 -0.32494
H -1.80096 0.99547 -0.48423
H 1.61456 1.79954 0.15845

Computed properties:
total charge: 0
relative energy (zero: lowest compared OMol25 entry of this formula, charge and spin): 22.2 kcal per mole
highest occupied orbital energy: -10.0 eV
Kohn-Sham gap: 0.3939 hartree
SMILES: N/C=N\C(=O)O

Löwdin atomic charge list, values in e, 2 entries: atom 1 (N): 0.143, atom 2 (C): -0.234

---

# 12
C2H4N2O2 | ωB97M-V/def2-TZVPD

Positions of all 10 atoms, in Å:
N -1.00513 -1.05203 -0.34885
C -0.59049 0.15181 0.28193
O -0.88048 1.19473 -0.58266
N 0.82117 0.16951 0.63854
C 1.90888 0.12597 0.15380
O 3.02802 0.09117 -0.13531
H -0.71982 -1.86974 0.17254
H -0.65454 -1.09916 -1.29811
H -1.11495 0.24807 1.24691
H -0.79265 2.03968 -0.12879

Computed properties:
total charge: 0
relative energy (zero: lowest compared OMol25 entry of this formula, charge and spin): 30.3 kcal per mole
highest occupied orbital energy: -10.0 eV
Kohn-Sham gap: 0.3877 hartree
SMILES: N[C@H](O)N=C=O

Löwdin atomic charge list, values in e, 2 entries: atom 1 (N): 0.080, atom 2 (C): -0.522

---

# 13
C2H4N2O2 | ωB97M-V/def2-TZVPD

Positions of all 10 atoms, in Å:
H -0.39182 -1.12200 -1.32430
N 0.17648 -0.28395 -1.58162
C 0.18510 0.25279 -0.41342
N 0.64776 1.42141 -0.00100
C -0.46440 -0.45126 0.76355
O -0.87502 0.19540 1.70129
O -0.62450 -1.74564 0.60193
H 0.99060 2.12080 -0.58392
H 0.29721 1.61871 0.95188
H 0.05860 -2.00626 -0.11439

Computed properties:
total charge: 0
relative energy (zero: lowest compared OMol25 entry of this formula, charge and spin): 35.3 kcal per mole
highest occupied orbital energy: -10.0 eV
Kohn-Sham gap: 0.3885 hartree
SMILES: [H]/N=C(/N)C(=O)O

Löwdin atomic charge list, values in e, 2 entries: atom 1 (H): 0.042, atom 2 (N): 0.127

---

# 14
C2H4N2O2 | ωB97M-V/def2-TZVPD

Positions of all 10 atoms, in Å:
C 1.55991 -0.26772 0.12117
C 0.24648 0.51603 -0.10278
N -0.93993 -0.02179 -0.16806
O -1.28008 -1.18930 -0.20859
N -2.36964 0.84722 -0.01284
O -3.12047 0.00424 0.17897
H 1.57264 -1.26255 -0.07749
H 2.37622 0.13285 -0.41249
H 1.85783 -0.22376 1.21427
H 0.09704 1.46478 -0.53215

Computed properties:
total charge: 0
relative energy (zero: lowest compared OMol25 entry of this formula, charge and spin): 156.1 kcal per mole
highest occupied orbital energy: -8.9 eV
Kohn-Sham gap: 0.3041 hartree
SMILES: C/C=[N+](\[O-])N=O

Löwdin atomic charge list, values in e, 2 entries: atom 1 (C): -0.037, atom 2 (C): -0.084

---

# 15
C2H4N2O2 | ωB97M-V/def2-TZVPD

Positions of all 10 atoms, in Å:
N -2.12431 0.37788 0.11194
C -0.93148 -0.10474 -0.18568
O -0.01946 0.35130 0.70866
C 1.12613 -0.42840 0.46888
O 1.37689 -1.38651 1.14221
N 1.87360 0.08114 -0.54721
H -2.88486 0.04330 -0.45586
H -2.34134 0.96799 0.91000
H 2.53461 -0.57133 -0.94240
H 1.39021 0.66938 -1.21055

Computed properties:
total charge: 0
relative energy (zero: lowest compared OMol25 entry of this formula, charge and spin): 47.4 kcal per mole
highest occupied orbital energy: -9.3 eV
Kohn-Sham gap: 0.3762 hartree

Löwdin atomic charge list, values in e, 2 entries: atom 1 (N): 0.091, atom 2 (C): -0.163

---

# 16
C2H4N2O2 | ωB97M-V/def2-TZVPD

Positions of all 10 atoms, in Å:
C -1.00107 0.24669 0.22521
C -1.27344 -1.02706 -0.04513
N 0.06990 1.02294 -0.21878
N 2.17135 0.03245 0.41447
O 1.23990 0.44532 -0.61450
O 3.02947 -0.60133 -0.04004
H -1.64994 0.87820 0.68443
H -0.61117 -1.49248 -0.69398
H -2.33367 -1.37227 0.07730
H 0.35866 1.86754 0.21101

Computed properties:
multiplicity: 3
total charge: 0
relative energy (zero: lowest compared OMol25 entry of this formula, charge and spin): 82.8 kcal per mole
highest occupied orbital energy (alpha / beta): -7.6 / -9.4 eV
Kohn-Sham gap (alpha / beta): 0.3144 / 0.2605 hartree

Löwdin atomic charge list, values in e, 2 entries: atom 1 (C): -0.186, atom 2 (C): 0.032

---

# 17
C2H4N2O2S | ωB97M-V/def2-TZVPD

Positions of all 11 atoms, in Å:
C 0.85045 1.46735 0.04519
C -0.64385 -0.74146 0.31062
N 0.28211 -1.43869 -0.53816
N -0.39639 1.64110 0.01040
O 1.51805 -1.29050 0.04568
O -1.24887 0.42096 -0.19703
S 2.05592 0.48681 0.20073
H -0.35281 -0.61828 1.43733
H -1.45646 -1.57353 0.41626
H -0.84559 2.60300 -0.26973
H 0.23746 -0.95677 -1.46128

Computed properties:
total charge: 0
relative energy (zero: lowest compared OMol25 entry of this formula, charge and spin): 149.9 kcal per mole
highest occupied orbital energy: -8.8 eV
Kohn-Sham gap: 0.3431 hartree

Löwdin atomic charge list, values in e, 2 entries: atom 1 (C): -0.610, atom 2 (C): -0.308

---

# 18
C2H4N2O2S | ωB97M-V/def2-TZVPD

Positions of all 11 atoms, in Å:
O -0.67405 2.43296 0.55197
C 0.33516 1.78205 0.39961
C 0.23142 0.31038 0.13026
N 1.38149 -0.24760 0.14826
O 1.25193 -1.62756 0.00961
N -1.07486 -0.13375 -0.02430
S -1.61207 -1.20297 -1.20602
H 1.32803 2.26696 0.44939
H 2.17875 -1.87239 -0.07909
H -1.75052 0.61424 0.09805
H -1.59527 -2.32231 -0.47773

Computed properties:
total charge: 0
relative energy (zero: lowest compared OMol25 entry of this formula, charge and spin): 63.0 kcal per mole
highest occupied orbital energy: -9.2 eV
Kohn-Sham gap: 0.3445 hartree
SMILES: O=C/C(=N/O)NS

Löwdin atomic charge list, values in e, 2 entries: atom 1 (O): 0.049, atom 2 (C): -0.179

---

# 19
C2H4N2O2S2 | ωB97M-V/def2-TZVPD

Positions of all 12 atoms, in Å:
C -0.26860 0.88773 -0.21257
C 1.91510 -0.21459 0.22798
N -1.06200 -0.03365 -0.12191
N 1.38024 0.28756 -1.00079
O -2.66882 -1.14412 1.57535
O -3.29256 -0.91026 -0.88537
S -0.17531 2.55976 -0.17550
S -2.73442 -0.23423 0.36096
H 1.45332 -1.02549 0.77945
H 2.97232 -0.39808 0.13758
H 1.71785 0.65263 0.85942
H 0.76288 -0.42726 -1.54460

Computed properties:
total charge: -2
relative energy (zero: lowest compared OMol25 entry of this formula, charge and spin): 28.2 kcal per mole
highest occupied orbital energy: 0.3 eV
Kohn-Sham gap: 0.2045 hartree

Löwdin atomic charge list, values in e, 2 entries: atom 1 (C): -0.995, atom 2 (C): -0.341

---

# 20
C2H4N2O3 | ωB97M-V/def2-TZVPD

Positions of all 11 atoms, in Å:
C -2.45644 -0.41778 -0.03132
N -1.58134 0.50146 -0.16061
O -0.29451 -0.10570 -0.10165
C 0.69576 0.87380 -0.08711
O 0.58135 2.09319 -0.11092
N 1.89198 0.24892 0.16739
O 2.19870 -0.99957 -0.29799
H -3.44808 -0.03419 -0.01630
H -2.20096 -1.46186 0.15834
H 2.69603 0.90395 -0.00294
H 1.91750 -1.60221 0.48312

Computed properties:
total charge: 0
relative energy (zero: lowest compared OMol25 entry of this formula, charge and spin): 105.3 kcal per mole
highest occupied orbital energy: -10.0 eV
Kohn-Sham gap: 0.3926 hartree
SMILES: C=NOC(=O)NO

Löwdin atomic charge list, values in e, 2 entries: atom 1 (C): 0.010, atom 2 (N): 0.039